1.
This record from OMol25 describes a molecular structure, C16H29BBrN2O2PSY in a non-equilibrium geometry. The level of theory is wB97M-V/def2-TZVPD.

F_max: 0.1631 hartree/bohr
E_LUMO: -13.73 eV
Charge: +3
HOMO-LUMO gap: 0.066 hartree
E_HOMO: -15.5 eV

Last column: Löwdin charge in e.
Positions of all 54 atoms, in Å:
C1 2.2591 -1.7461 0.9354  -0.058
C2 3.4834 -1.8021 -0.1501  -0.156
C3 3.8023 -3.2908 -0.8378  -0.052
C4 4.3725 -0.6866 -0.5624  0.074
C5 3.9736 0.8900 -0.7402  -0.143
C6 2.3714 1.2020 -0.8746  -0.162
C7 1.9583 2.0803 0.4800  -0.344
C8 2.6822 3.5806 0.5006  -0.072
C9 0.3479 2.3444 0.6300  -0.184
C10 -0.1434 1.5660 1.9939  -0.167
B1 -1.7529 1.2286 2.0516  -0.439
C11 -2.3768 -0.2692 2.3522  -0.185
C12 -1.6011 -1.5012 1.5937  -0.168
C13 -2.1551 -1.5104 0.0209  -0.234
C14 -1.0470 -0.8271 -1.0192  -0.501
S1 -1.8296 0.1623 -2.4083  0.868
C15 -3.6414 -0.2907 -2.6400  -0.440
N1 -4.9035 0.5464 -2.6356  0.107
N2 -5.9102 -0.4068 -2.8281  0.081
C16 -5.3185 -1.8075 -2.9266  0.005
O1 -3.8395 -1.7563 -2.8247  -0.514
P1 -3.0596 2.6486 1.7995  0.747
O2 -3.6452 2.6839 0.1568  -0.353
Br1 -4.9197 2.2065 3.1017  0.416
H1 1.5185 -0.8487 0.8136  0.034
H2 1.6074 -2.7297 0.7529  0.102
H3 2.6921 -1.8683 2.0313  0.138
H4 4.8611 -3.2308 -1.3860  0.112
H5 3.9944 -4.0102 0.0952  0.126
H6 2.9405 -3.6699 -1.5323  0.098
H7 5.5019 -0.9786 -0.8165  0.166
H8 4.4744 1.2485 -1.7625  0.157
H9 4.5264 1.4896 0.1067  0.143
H10 2.1961 1.9468 -1.7909  0.144
H11 1.6901 0.2674 -1.0494  0.079
H12 2.3054 1.4814 1.4247  0.130
H13 2.4665 4.0523 1.5553  0.108
H14 2.1032 4.2117 -0.3206  0.108
H15 3.8200 3.5494 0.2226  0.088
H16 0.1800 3.5062 0.8432  0.138
H17 -0.2882 2.0982 -0.3205  0.102
H18 0.1261 2.2376 2.9265  0.155
H19 0.4400 0.5519 2.0893  0.087
H20 -3.5390 -0.2349 2.1313  0.084
H21 -2.2649 -0.4529 3.5256  0.165
H22 -0.4205 -1.4321 1.6591  0.096
H23 -1.9806 -2.5038 2.1182  0.146
H24 -2.2760 -2.6288 -0.3022  0.040
H25 -3.1772 -0.9344 0.0404  0.112
H26 -0.3660 -1.6926 -1.4680  0.056
H27 -0.3413 -0.1787 -0.3415  0.058
H28 -5.8350 -2.8487 -3.0872  0.163
H29 -3.5527 1.7507 -0.2278  0.042
Y1 -2.5102 -3.3935 -3.0990  1.695



2.
This record from OMol25 describes 2 unconnected molecules or ions with the total composition C7H7N2O3 in a non-equilibrium geometry. The level of theory is wB97M-V/def2-TZVPD.

Energy above the lowest of the compared OMol25 structures with the same formula, charge and spin: 1.411 eV
F_max: 0.0822 hartree/bohr
E_LUMO (alpha / beta): 3.62 / 3.62 eV
Charge: -1
HOMO-LUMO gap (alpha / beta): 0.279 / 0.279 hartree
E_HOMO (alpha / beta): -4.0 / -4.0 eV

Last column: Löwdin charge in e.
Positions of all 19 atoms, in Å:
C1 3.4715 0.0679 0.1941  -0.224
C2 2.7387 -1.0951 0.5593  -0.198
C3 1.4033 0.3089 -0.2933  -0.407
C4 0.3385 1.0263 -0.7595  -0.129
C5 -1.6868 0.0276 0.2346  -0.135
C6 -2.0931 -0.8903 -0.7679  -0.629
C7 -2.4570 1.2552 0.8602  -0.099
N1 2.6592 0.9745 -0.3700  0.080
N2 1.4392 -0.9648 0.2009  0.067
O1 -3.0841 -0.7633 -1.4955  0.004
O2 -1.3838 -2.0413 -0.9401  -0.004
O3 0.0674 1.9001 -1.4762  0.152
H1 4.5791 0.0617 -0.0709  0.098
H2 3.2375 -2.0567 0.6238  0.075
H3 -1.8057 1.6063 1.7286  0.081
H4 -3.4319 0.9757 1.2842  0.059
H5 -2.5916 2.0526 0.2455  0.008
H6 -1.0512 -0.4386 0.9931  0.072
H7 -0.3494 -2.0067 -0.7509  0.130



3.
This record from OMol25 describes a molecular structure, C49H41BrMoP2SSbSe4 in a non-equilibrium geometry. The level of theory is wB97M-V/def2-TZVPD.

F_max: 0.0301 hartree/bohr
E_LUMO (alpha / beta): -10.35 / -10.39 eV
Charge: +3
HOMO-LUMO gap (alpha / beta): 0.145 / 0.143 hartree
E_HOMO (alpha / beta): -14.3 / -14.3 eV

Last column: Löwdin charge in e.
Positions of all 100 atoms, in Å:
Mo1 -0.2219 -0.2063 0.3694  0.631
Se1 2.8594 -1.4184 1.2548  0.116
Se2 3.7305 -0.9404 3.2379  0.132
Se3 2.2319 -1.0000 4.7998  0.216
Se4 -0.5219 -0.6231 2.5226  0.438
C1 0.1518 3.6157 0.1564  -0.489
P1 0.9144 1.9642 0.0327  0.926
C2 2.4142 2.0220 1.0401  -0.432
C3 3.7067 2.0553 0.5308  -0.103
C4 4.7764 2.1878 1.4018  -0.044
C5 4.5599 2.3015 2.7694  -0.065
C6 3.2630 2.2721 3.2791  -0.118
C7 2.1942 2.1129 2.4203  -0.165
C8 1.2470 1.5130 -1.6688  -0.386
C9 0.3942 1.9677 -2.6839  -0.084
C10 0.6162 1.5792 -3.9908  -0.033
C11 1.6821 0.7377 -4.2969  -0.017
C12 2.4995 0.2387 -3.2872  -0.040
C13 2.2707 0.6010 -1.9722  -0.146
P2 1.3763 5.0547 0.3101  1.072
C14 0.1407 6.3918 0.1264  -0.403
C15 0.6264 7.6281 -0.2985  -0.092
C16 -0.2358 8.7060 -0.4359  -0.051
C17 -1.5839 8.5671 -0.1355  -0.062
C18 -2.0680 7.3534 0.3109  -0.069
C19 -1.2071 6.2679 0.4526  -0.106
C20 2.1247 5.0572 -1.3616  -0.417
C21 3.5083 5.1677 -1.4624  -0.110
C22 4.1201 5.2701 -2.7094  -0.062
C23 3.3471 5.2661 -3.8618  -0.056
C24 1.9591 5.1775 -3.7708  -0.065
C25 1.3529 5.0799 -2.5277  -0.111
H1 -0.4346 3.6193 1.0757  0.050
H2 -0.5294 3.7541 -0.6846  0.036
H3 3.8883 2.0235 -0.5340  0.110
H4 5.7858 2.2158 1.0085  0.128
H5 5.4004 2.4420 3.4419  0.130
H6 3.0920 2.3771 4.3436  0.124
H7 1.1893 2.0829 2.8208  0.092
H8 -0.4347 2.6285 -2.4612  0.102
H9 -0.0430 1.9353 -4.7750  0.128
H10 1.8698 0.4638 -5.3276  0.126
H11 3.3182 -0.4305 -3.5261  0.125
H12 2.8837 0.1763 -1.1904  0.049
H13 1.6803 7.7484 -0.5263  0.112
H14 0.1500 9.6601 -0.7709  0.118
H15 -2.2529 9.4115 -0.2402  0.117
H16 -3.1171 7.2463 0.5596  0.111
H17 -1.6052 5.3275 0.8247  0.083
H18 4.1116 5.2005 -0.5597  0.101
H19 5.1967 5.3737 -2.7786  0.114
H20 3.8218 5.3559 -4.8320  0.116
H21 1.3531 5.2135 -4.6705  0.115
H22 0.2665 5.0665 -2.4646  0.109
S1 0.2436 -1.9954 -0.8919  0.182
Sb1 -0.0126 -4.3412 -0.1717  1.527
C26 -1.6169 -4.8465 -1.3903  -0.391
C27 -1.5365 -4.5967 -2.7599  -0.132
C28 -2.5930 -4.9964 -3.5621  -0.044
C29 -3.6957 -5.6337 -2.9985  -0.028
C30 -3.7620 -5.8673 -1.6296  -0.042
C31 -2.7149 -5.4752 -0.8058  -0.106
C32 1.7970 -5.2112 -0.6931  -0.371
C33 1.8453 -5.9925 -1.8447  -0.100
C34 3.0372 -6.6300 -2.1538  -0.038
C35 4.1412 -6.4884 -1.3197  -0.024
C36 4.0691 -5.7139 -0.1638  -0.041
C37 2.8893 -5.0631 0.1623  -0.144
C38 -0.4497 -4.4128 1.8559  -0.377
C39 -1.5665 -3.7307 2.3381  -0.204
C40 -1.9052 -3.8790 3.6745  -0.066
C41 -1.1377 -4.6954 4.5011  -0.026
C42 -0.0315 -5.3743 4.0018  -0.035
C43 0.3225 -5.2431 2.6656  -0.097
H23 -0.6781 -4.1019 -3.1987  0.102
H24 -2.5562 -4.8149 -4.6286  0.123
H25 -4.5103 -5.9566 -3.6357  0.126
H26 -4.6259 -6.3593 -1.2008  0.125
H27 -2.7574 -5.6699 0.2600  0.105
H28 0.9816 -6.1177 -2.4850  0.102
H29 3.1003 -7.2489 -3.0403  0.126
H30 5.0683 -6.9913 -1.5703  0.127
H31 4.9296 -5.6292 0.4900  0.124
H32 2.8302 -4.4533 1.0537  0.060
H33 -2.1738 -3.1094 1.6911  0.081
H34 -2.7776 -3.3706 4.0676  0.125
H35 -1.4137 -4.8133 5.5416  0.127
H36 0.5493 -6.0211 4.6478  0.126
H37 1.1697 -5.7933 2.2729  0.103
Br1 -6.5435 1.2039 -1.3131  0.880
C44 -4.7781 0.8016 -0.8781  -0.678
C45 -4.3734 -0.5309 -0.8134  -0.097
C46 -3.0681 -0.8307 -0.4885  -0.120
C47 -2.1498 0.1989 -0.2245  -0.364
C48 -2.5776 1.5330 -0.2842  -0.107
C49 -3.8842 1.8329 -0.6225  -0.095
H38 -5.0850 -1.3219 -1.0163  0.117
H39 -2.7696 -1.8660 -0.4534  0.068
H40 -1.9094 2.3495 -0.0656  0.052
H41 -4.2152 2.8616 -0.6768  0.119